Entry 1:
{"formula": "C2H2FO2P", "method": "the ωB97M-V functional and the def2-TZVPD basis", "total_charge": 0, "relative_energy_kcal_mol": 235.6, "homo_lumo_gap_ev": [7.69, 7.70], "e_lumo_ev": [-1.98, -1.97], "species": ["C", "C", "O", "O", "F", "P", "H", "H"], "xyz": [[-0.149242, -0.712790, -0.354270], [-0.530669, 0.353041, 0.180282], [0.072097, -1.594958, -1.153650], [1.206447, -1.289753, -2.365912], [2.083131, -0.399796, -1.920990], [-0.520668, 1.636640, 1.480565], [-0.218783, 0.627884, 2.394734], [-1.942313, 1.379731, 1.739241]], "forces_ev_per_angstrom": [[-0.870, 3.389, 0.552], [0.845, -0.218, 0.335], [0.730, -2.387, -1.111], [-1.608, -1.119, -0.344], [1.055, 1.340, 0.882], [-1.374, -1.755, -0.875], [0.387, 0.121, 0.748], [0.834, 0.627, -0.187]]}

=====

Entry 2:
{"formula": "FH3N2OS", "method": "the ωB97M-V functional and the def2-TZVPD basis", "total_charge": 0, "relative_energy_kcal_mol": 67.6, "homo_lumo_gap_ev": [6.92, 8.94], "e_lumo_ev": [-0.90, 0.39], "species": ["N", "N", "O", "F", "S", "H", "H", "H"], "xyz": [[1.699160, 1.613718, 1.315324], [2.147031, 0.954282, 0.259879], [3.305408, 0.473338, 0.554205], [-1.130209, -0.574185, -0.928798], [3.848729, -0.643274, -0.395782], [2.230901, 1.712584, 2.176818], [0.878231, 2.184908, 1.074050], [-0.968239, -0.857200, -1.764975]], "forces_ev_per_angstrom": [[-1.179, 0.738, -0.355], [-1.002, 0.732, 0.208], [-0.269, 1.427, 1.893], [-0.364, 0.567, 1.614], [1.675, -2.480, -1.998], [-0.080, 0.019, -0.398], [0.842, -0.459, 0.621], [0.377, -0.544, -1.585]]}

=====

Entry 3:
{"formula": "C8H14N3O", "method": "the ωB97M-V functional and the def2-TZVPD basis", "total_charge": 1, "relative_energy_kcal_mol": 0.0, "multiplicity": 3, "s_squared": 2.02, "homo_lumo_gap_ev": [5.82, 5.53], "e_lumo_ev": [-2.92, -6.23], "species": ["C", "C", "C", "C", "C", "C", "C", "C", "N", "N", "N", "O", "H", "H", "H", "H", "H", "H", "H", "H", "H", "H", "H", "H", "H", "H"], "xyz": [[1.344365, 1.624145, 0.783773], [2.541633, 1.516996, 0.174554], [1.856261, -0.583480, 0.585077], [0.914223, 0.295668, 1.071903], [-1.371595, -1.223707, -0.076787], [-1.234212, -1.237607, -2.484675], [-1.436372, 0.897764, -1.222274], [-0.113006, -0.056174, 2.002141], [2.835655, 0.183940, 0.044300], [-1.255110, -0.601920, -1.192964], [-0.848463, 0.800510, 2.619550], [-1.271140, -2.552262, -0.165385], [0.845227, 2.480355, 1.204789], [3.299436, 2.193461, -0.263501], [2.077547, -1.681512, 0.679701], [-2.203991, -0.903192, -2.876169], [-0.480031, -0.767326, -3.136077], [-0.950213, -2.257289, -2.594102], [-2.403123, 1.186808, -1.567936], [-1.385628, 1.199295, -0.203240], [-0.693151, 1.275477, -1.812435], [-0.062383, -0.989981, 2.705122], [3.658026, -0.176710, -0.449411], [-1.421364, 0.597147, 3.351661], [-1.264443, -2.984711, 0.657139], [-0.978150, 1.764307, 2.165247]], "forces_ev_per_angstrom": [[-0.736, 0.159, 0.600], [1.805, 0.082, -1.404], [1.209, -1.621, -0.450], [-0.834, -0.687, 1.514], [0.048, -2.033, -1.295], [0.020, 1.644, -1.843], [-1.162, -2.444, 1.564], [2.437, -5.003, 0.340], [0.967, -0.092, -0.707], [0.039, 1.941, 1.053], [-1.303, 6.586, -2.154], [0.039, 2.099, -0.885], [0.239, 0.326, -0.336], [-0.974, -0.087, 0.610], [-0.815, 1.366, 0.018], [0.128, -1.013, -0.564], [-0.160, 0.418, 0.468], [-0.592, -0.957, 0.794], [-0.781, -0.180, -0.588], [0.383, 0.503, 0.630], [1.953, 1.173, -1.325], [0.441, 1.172, -2.019], [-0.664, 0.315, 0.463], [-1.706, -0.670, 2.130], [-0.078, -0.977, 2.024], [0.097, -2.020, 1.362]]}

=====

Entry 4:
{"formula": "C2HCl2FS", "method": "the ωB97M-V functional and the def2-TZVPD basis", "total_charge": 0, "relative_energy_kcal_mol": 94.6, "homo_lumo_gap_ev": [8.38, 7.33], "e_lumo_ev": [-0.81, -1.55], "species": ["C", "C", "F", "S", "Cl", "Cl", "H"], "xyz": [[1.991080, -0.628029, 0.113033], [-2.114185, 0.276648, 0.048209], [2.628159, -1.658626, 0.589707], [2.659942, 0.509350, -0.830748], [-0.692634, -0.446897, 0.725054], [-2.442739, 1.875772, 0.366018], [-2.029622, 0.071785, -1.011270]], "forces_ev_per_angstrom": [[1.808, 1.390, -1.371], [1.475, -0.890, -0.966], [-0.405, -0.292, 0.294], [-1.070, -1.062, 0.993], [-0.626, 0.033, 0.612], [-0.351, 0.986, 0.558], [-0.832, -0.165, -0.120]]}